A structure of composition C28H29BN7OsP, computed with wB97M-V/def2-TZVPD.

Values from the calculation:
HOMO level (spin up / spin down)   -19.732 / -19.356 eV
Multiplicity   5
Gap between HOMO and LUMO (spin up / spin down)   7.73 / 2.96 eV
Net charge   +4

Last column: Mulliken spin population.
CARTESIAN COORDINATES (ANGSTROEM)
C -0.60681 -3.64607 -0.66606  -0.02
N -0.02697 -2.52957 -1.20791  0.10
N -0.05955 -2.65823 -2.59586  0.03
C -0.62621 -3.83101 -2.89281  0.01
C -1.01230 -4.46940 -1.71538  0.15
B 0.49601 -1.52146 -3.49323  0.08
N -0.32534 -0.24354 -3.14609  0.10
N -0.39266 0.17495 -1.81747  0.07
C -1.06819 1.36068 -1.79271  0.13
C -1.43113 1.68455 -3.10264  0.27
C -0.91433 0.67923 -3.91597  0.07
Os 0.61954 -0.82962 -0.33057  1.61
N 1.92426 -1.20618 -2.99571  0.02
N 2.13660 -0.85247 -1.65457  0.03
C 3.45354 -0.50306 -1.53613  0.00
C 4.05849 -0.62980 -2.78713  0.08
C 3.07606 -1.07166 -3.66524  0.03
H 3.85141 -0.20259 -0.57298  -0.01
H 3.11194 -1.31335 -4.72165  0.00
H 5.09147 -0.42432 -3.01817  0.00
H 0.44837 -1.78987 -4.65910  0.00
H -0.90556 0.55814 -4.98963  0.00
H -0.69921 -4.12025 -3.92574  0.00
H -1.99140 2.54159 -3.42064  0.00
H -1.52092 -5.40799 -1.62440  0.00
H -1.21286 1.88315 -0.84991  0.01
H -0.64333 -3.75889 0.41355  -0.01
H 0.43431 2.13681 1.01947  0.03
C 0.74901 3.15728 1.27143  0.00
H 1.00101 3.66580 0.33673  0.00
H -0.07739 3.64555 1.78978  0.00
H 1.63376 3.10855 1.91232  0.00
N 0.72753 -0.87502 1.37245  0.14
P 0.67766 -0.73946 3.01358  0.05
C 2.21545 -0.05061 3.59834  0.18
C 3.28772 0.04453 2.69530  -0.04
C 4.50778 0.58439 3.10515  0.17
C 4.67031 1.04262 4.41744  0.14
C 3.61119 0.94076 5.32631  -0.01
C 2.40071 0.36201 4.93555  0.08
C -0.67231 0.38857 3.37477  0.15
C -0.51855 1.56507 4.12897  0.08
C -1.59582 2.44076 4.28625  -0.02
C -2.83703 2.14165 3.71522  0.09
C -2.99675 0.96888 2.96799  0.15
C -1.92045 0.09853 2.79714  -0.03
C 0.39003 -2.30661 3.85216  0.06
C 1.26492 -2.77948 4.85287  0.00
C 0.93706 -3.91643 5.59507  0.01
C -0.24888 -4.61124 5.32780  0.05
C -1.10570 -4.17033 4.31114  0.00
C -0.78288 -3.03304 3.56630  0.01
H 3.15255 -0.31565 1.67175  -0.01
H 5.32820 0.64516 2.39045  0.00
H 5.62279 1.47399 4.73001  0.00
H 3.72701 1.30922 6.34667  0.00
H 1.59951 0.23550 5.66695  -0.01
H 0.44861 1.81124 4.56262  0.00
H -1.46291 3.36416 4.85344  0.00
H -3.68014 2.82157 3.84709  0.00
H -3.95688 0.73020 2.50850  0.00
H -2.04264 -0.80097 2.18854  -0.02
H 2.19622 -2.24979 5.05375  0.00
H 1.60638 -4.25518 6.38874  0.00
H -0.50834 -5.49103 5.91584  0.00
H -2.03279 -4.70791 4.10120  0.00
H -1.44786 -2.70082 2.76653  0.00